A structure of composition C4H6N in a non-equilibrium geometry, computed with ωB97M-V with the def2-TZVPD basis set.

Each line ends with the natural charge from an NBO analysis.
Atoms and positions in Å:
C -0.515 0.649 -0.064  0.16
C -1.868 0.425 -0.109  -0.09
C 0.285 -0.720 0.113  -0.32
C 1.584 0.130 -0.103  -0.25
N 0.636 1.231 0.077  -0.05
H -2.279 -0.399 0.520  0.26
H -2.506 0.889 -0.810  0.25
H 0.379 -0.993 1.145  0.26
H -0.059 -1.526 -0.504  0.26
H 2.314 0.034 0.773  0.27
H 2.029 0.280 -1.036  0.26

**Max |F|**: 0.0495 Eh/bohr
**LUMO (alpha / beta)**: -0.2853 / -0.2764 Eh
**Electronic energy**: -5722.7954 eV
**Total charge**: +1
**ΔE to the lowest compared entry with this formula, charge and spin**: 92.36 kcal per mole

---

A structure of composition C5H9MgNdO4 in a non-equilibrium geometry, computed with ωB97M-V with the def2-TZVPD basis set.

Each line ends with the Mulliken spin population.
Atoms and positions in Å:
O 0.516 -0.730 2.602  0.01
C -0.095 0.383 2.990  0.00
C -0.620 1.206 2.070  0.01
O -0.204 1.019 0.756  0.00
C -1.218 0.943 -0.252  0.00
C -0.478 0.730 -1.548  0.00
O 0.347 -0.425 -1.403  0.00
C 0.999 -0.850 -2.593  0.00
Nd 1.120 -0.963 0.629  2.99
H -0.387 0.467 4.040  0.00
H -1.261 2.063 2.267  0.00
H -1.791 1.879 -0.287  0.00
H 0.192 1.579 -1.757  0.00
H -1.193 0.562 -2.365  0.00
H 1.552 -1.766 -2.357  0.00
H 0.250 -1.065 -3.366  0.00
H 1.704 -0.072 -2.919  0.00
Mg 1.362 -2.465 2.677  0.01
O 1.191 -2.606 0.828  -0.01
H -1.984 0.110 -0.012  0.00

**Max |F|**: 0.3063 Eh/bohr
**LUMO (alpha / beta)**: -0.3500 / -0.3521 Eh
**Electronic energy**: -34224.0762 eV
**Spin multiplicity**: 4
**Total charge**: +2
**ΔE to the lowest compared entry with this formula, charge and spin**: 0.00 kcal per mole

---

A cluster of 4 separate species, C18H15BrF3 in total, computed with ωB97M-V with the def2-TZVPD basis set.

Each line ends with the natural charge from an NBO analysis.
Atoms and positions in Å:
Br -1.692 -3.210 -0.187  -0.96
F -3.878 -0.242 1.047  -0.31
C -2.807 0.549 1.193  0.41
C -2.929 1.890 0.900  -0.29
C -1.859 2.746 1.159  -0.21
C -0.660 2.239 1.631  -0.24
C -0.543 0.874 1.860  -0.20
C -1.612 0.011 1.622  -0.28
H -3.875 2.293 0.560  0.22
H -1.990 3.800 0.949  0.20
H 0.151 2.925 1.846  0.20
H 0.391 0.468 2.229  0.22
H -1.499 -1.049 1.816  0.27
F -3.179 -0.054 -1.755  -0.31
C -2.073 0.251 -2.450  0.41
C -2.231 0.833 -3.689  -0.29
C -1.105 1.217 -4.405  -0.21
C 0.160 0.995 -3.869  -0.25
C 0.297 0.398 -2.631  -0.19
C -0.822 0.012 -1.903  -0.26
H -3.238 1.031 -4.039  0.22
H -1.168 1.652 -5.394  0.20
H 1.045 1.299 -4.417  0.20
H 1.275 0.256 -2.189  0.21
H -0.762 -0.487 -0.942  0.27
F 0.938 -2.266 3.524  -0.33
C 1.917 -2.007 2.634  0.39
C 1.602 -1.913 1.300  -0.29
C 2.602 -1.608 0.388  -0.18
C 3.902 -1.412 0.828  -0.24
C 4.204 -1.528 2.177  -0.21
C 3.202 -1.818 3.092  -0.29
H 0.578 -2.061 0.966  0.29
H 2.322 -1.513 -0.652  0.22
H 4.705 -1.214 0.126  0.20
H 5.226 -1.439 2.525  0.20
H 3.403 -1.919 4.153  0.22

**Max |F|**: 0.0149 Eh/bohr
**LUMO**: 0.1082 Eh
**Electronic energy**: -97106.7793 eV
**Total charge**: -1
**ΔE to the lowest compared entry with this formula, charge and spin**: 0.94 kcal per mole

---

A structure of composition C14H25B4Br21O8 in a non-equilibrium geometry, computed with ωB97M-V with the def2-TZVPD basis set.

Each line ends with the Mulliken charge.
Atoms and positions in Å:
C -3.604 -0.269 -0.084  -1.11
C -2.186 -0.221 0.531  0.23
O -1.258 -1.063 -0.155  -0.33
C 0.076 -0.630 0.034  -0.27
C 0.545 -0.632 1.526  -0.42
O 1.819 0.022 1.640  -0.47
C 1.525 1.399 1.899  0.21
C 2.797 2.298 1.837  -0.67
O 2.427 3.576 2.327  -0.41
C 1.884 4.409 1.303  0.09
B 0.301 4.607 1.373  0.53
O -0.584 3.792 2.147  -0.65
B -1.940 4.066 1.852  0.59
O -2.419 4.360 0.536  -0.72
B -1.302 4.862 -0.172  0.74
B -0.950 4.609 -1.789  0.31
O -1.875 4.481 -2.834  -0.57
O 0.435 4.481 -2.134  -0.56
O -0.353 5.617 0.600  -0.13
H -4.191 0.533 0.420  0.38
H -4.126 -1.216 0.141  0.08
H -3.631 -0.043 -1.167  0.30
H -2.282 -0.609 1.575  0.16
H -1.779 0.813 0.626  0.00
H 0.716 -1.373 -0.487  0.34
H 0.275 0.354 -0.455  0.15
H -0.146 -0.109 2.216  0.33
H 0.612 -1.685 1.870  0.36
H 0.835 1.751 1.101  -0.01
H 1.066 1.552 2.895  0.28
H 3.545 1.889 2.549  0.29
H 3.287 2.313 0.842  0.33
H 2.102 3.968 0.295  0.29
H 2.347 5.420 1.298  -0.19
H -2.710 4.016 2.756  -0.12
H -2.668 4.090 -2.453  0.30
H 0.733 3.599 -1.905  0.28
C -2.882 -3.938 -1.439  0.41
Br -4.353 -4.003 -0.181  0.04
Br -1.927 -5.618 -1.505  0.23
Br -3.463 -3.373 -3.196  -0.02
H -2.186 -3.188 -1.077  -0.46
C -5.291 -6.193 -0.492  0.03
Br -4.156 -6.371 1.064  -0.01
Br -5.810 -7.916 -1.200  -0.06
Br -6.826 -5.071 -0.132  -0.06
H -4.706 -5.696 -1.257  0.05
C 2.843 9.047 1.275  -0.37
Br 2.368 7.685 -0.013  -0.03
Br 1.796 10.656 1.035  -0.01
Br 2.733 8.383 3.089  -0.04
H 3.878 9.310 1.094  0.43
C 1.059 -7.249 -4.062  -0.34
Br -0.407 -8.366 -3.468  -0.02
Br 0.518 -5.406 -4.297  -0.04
Br 2.587 -7.413 -2.888  -0.09
H 1.362 -7.622 -5.034  0.38
C 0.761 -9.232 -0.483  0.56
Br 1.951 -9.370 1.039  -0.05
Br 0.300 -10.975 -1.187  0.02
Br -0.791 -8.151 -0.084  -0.03
H 1.304 -8.712 -1.265  -0.47
C 1.657 13.664 3.721  -0.04
Br 0.664 14.485 2.277  -0.02
Br 3.128 14.778 4.303  -0.01
Br 0.503 13.171 5.193  0.00
H 2.085 12.748 3.331  0.05
C 4.348 -11.318 -3.314  -0.34
Br 3.270 -10.355 -4.597  -0.01
Br 6.218 -10.827 -3.398  -0.02
Br 3.617 -11.081 -1.540  0.03
H 4.281 -12.369 -3.568  0.37

**Max |F|**: 0.1563 Eh/bohr
**LUMO**: -0.0187 Eh
**Electronic energy**: -1504901.9194 eV

---

A cluster of 3 separate species, C6H19N4 in total, computed with ωB97M-V with the def2-TZVPD basis set.

Each line ends with the natural charge from an NBO analysis.
Atoms and positions in Å:
C 0.469 -1.086 1.689  -0.65
C 2.094 0.087 0.078  -0.66
C -1.066 -2.054 -0.571  -0.66
C 0.582 -0.959 -2.181  -0.66
C 0.857 -0.739 0.284  0.02
C 0.138 -1.177 -0.763  0.00
N -1.789 1.024 -1.761  -0.50
N -1.413 1.557 0.340  -0.48
N -0.986 1.310 -0.812  0.17
N 0.315 2.258 2.145  -1.03
H 1.191 -0.703 2.404  0.21
H -0.519 -0.698 1.940  0.20
H 0.426 -2.168 1.805  0.24
H 2.629 0.234 1.011  0.21
H 1.844 1.059 -0.350  0.21
H 2.770 -0.407 -0.616  0.24
H -0.757 -3.038 -0.219  0.24
H -1.749 -1.651 0.176  0.21
H -1.606 -2.195 -1.502  0.21
H -0.244 -1.081 -2.881  0.20
H 1.329 -1.710 -2.443  0.25
H 1.036 0.019 -2.322  0.22
H -2.796 0.914 -1.630  0.39
H -1.372 0.796 -2.653  0.43
H -0.656 1.850 1.134  0.43
H -2.415 1.503 0.548  0.36
H 1.245 2.132 1.761  0.40
H 0.241 1.691 2.983  0.40
H 0.203 3.231 2.405  0.40

**Max |F|**: 0.0120 Eh/bohr
**LUMO**: -0.1320 Eh
**Electronic energy**: -12482.8157 eV
**Total charge**: +1
**ΔE to the lowest compared entry with this formula, charge and spin**: 37.99 kcal per mole

---

A cluster of 9 separate species, C4H27N3O9 in total in a non-equilibrium geometry, computed with ωB97M-V with the def2-TZVPD basis set.

Each line ends with the natural charge from an NBO analysis.
Atoms and positions in Å:
C -1.173 0.181 0.629  -0.22
C -0.163 1.281 0.298  -0.46
C -0.496 2.683 0.817  -0.22
N -1.226 3.532 -0.173  -0.82
N -0.408 -1.018 1.195  -0.68
C -0.739 -2.289 0.793  0.80
N -2.080 -2.586 0.782  -0.83
O 0.097 -3.142 0.500  -0.69
H -1.935 0.452 1.362  0.19
H -1.628 -0.162 -0.295  0.23
H -0.175 1.316 -0.794  0.23
H 0.864 1.160 0.642  0.21
H -1.041 2.754 1.761  0.19
H 0.395 3.290 1.011  0.19
H -2.215 3.340 -0.146  0.36
H -0.908 3.180 -1.069  0.33
H 0.544 -0.697 1.212  0.40
H -2.662 -1.994 1.357  0.39
H -2.265 -3.549 1.021  0.40
H 3.949 -0.410 -0.346  0.49
H 2.738 -0.352 0.318  0.51
O 3.025 -0.547 -0.611  -0.99
H 2.519 0.009 -2.162  0.50
H 2.999 0.584 -3.560  0.48
O 2.235 0.327 -3.045  -1.00
H -1.156 0.219 -4.244  0.49
H -1.567 -0.381 -2.852  0.51
O -1.728 0.332 -3.482  -0.99
H -2.610 2.529 -1.969  0.46
H -3.142 1.267 -2.489  0.50
O -3.187 1.814 -1.690  -0.96
H 0.780 -0.606 -2.164  0.51
H 0.282 -2.190 -1.865  0.51
O 0.095 -1.281 -2.098  -1.02
H -1.672 0.470 4.100  0.47
H -1.420 -0.651 3.097  0.48
O -1.775 -0.479 3.978  -0.95
H 1.822 -3.005 1.452  0.49
H 2.662 -2.334 0.420  0.48
O 2.742 -2.717 1.308  -0.98
H 3.628 0.557 2.565  0.50
H 2.821 -0.828 2.450  0.52
O 3.175 -0.059 1.987  -0.99

**Max |F|**: 0.0420 Eh/bohr
**LUMO**: 0.0025 Eh
**Electronic energy**: -27484.6619 eV
**SMILES**: NCCCNC(N)=O.O.O.O.O.O.O.O.O
**ΔE to the lowest compared entry with this formula, charge and spin**: 38.28 kcal per mole

---

> What is the electronic energy in the third record?

-97106.7793 eV